1.
# C4H4O

An isolated molecule of C4H4O (the ωB97M-V functional and the def2-TZVPD basis, OMol25).

Each line ends with the natural charge from an NBO analysis.
Positions of all 9 atoms, in Å:
C  1.08083  -0.48682  0.67772  -0.507
C  0.28873  0.18245  -0.17289  0.251
O  0.85916  1.18191  -0.90268  -0.648
C  -1.12882  0.00430  -0.31331  -0.078
C  -2.32821  -0.11664  -0.28999  -0.163
H  1.78599  0.90438  -0.83341  0.484
H  0.88780  -1.47836  1.04807  0.220
H  1.94440  0.05253  1.06047  0.202
H  -3.38989  -0.24373  -0.27399  0.238

Atomic forces in eV per Å
-0.272 -0.037 0.240
0.062 -0.333 0.368
0.004 0.072 0.121
-0.438 -0.252 -0.111
0.541 -0.009 -0.091
-0.021 0.761 -0.429
-0.453 0.159 0.396
0.340 -0.424 -0.459
0.237 0.063 -0.035

Gap between HOMO and LUMO, eV: 9.59
SMILES: C#CC(=C)O
Relative energy (zero: lowest compared OMol25 entry of this formula, charge and spin), kcal/mol: 52.2
E_HOMO, eV: -8.89
Strongest force on any atom, hartree/bohr: 0.0170



2.
# C4H4O

An isolated molecule of C4H4O (the ωB97M-V functional and the def2-TZVPD basis, OMol25).

Each line ends with the natural charge from an NBO analysis.
Positions of all 9 atoms, in Å:
C  0.13389  0.23370  1.05803  -0.213
C  -0.50089  0.78317  -0.20507  0.473
O  -1.15533  1.61227  0.40870  -0.426
C  -0.27253  0.24498  -1.51520  -0.307
C  0.60295  -0.72252  -1.28915  -0.317
H  0.92108  -0.86128  -0.15783  0.132
H  -0.48742  -0.43287  1.65439  0.218
H  0.79180  0.88350  1.63377  0.221
H  1.08421  -1.41262  -1.97897  0.219

Atomic forces in eV per Å
-0.259 0.245 0.114
-0.168 0.157 0.294
0.262 -0.348 -0.150
0.216 -0.151 0.198
0.000 0.022 -0.038
-0.005 -0.014 -0.281
0.039 0.106 -0.077
-0.011 -0.126 -0.177
-0.072 0.109 0.118

Gap between HOMO and LUMO (alpha / beta), eV: 6.93 / 6.93
Relative energy (zero: lowest compared OMol25 entry of this formula, charge and spin), kcal/mol: 130.9
E_HOMO (alpha / beta), eV: -8.40 / -8.40
Strongest force on any atom, hartree/bohr: 0.0090



3.
# C4H4O

An isolated molecule of C4H4O at a distorted geometry (the ωB97M-V functional and the def2-TZVPD basis, OMol25).

Each line ends with the natural charge from an NBO analysis.
Positions of all 9 atoms, in Å:
C  2.11893  -0.51466  0.26743  -0.165
C  1.01023  -0.09134  0.28259  -0.055
C  -0.13913  0.29733  -0.39350  -0.033
C  -1.43652  0.02842  0.15482  -0.097
O  -0.84961  1.34093  0.20391  -0.461
H  3.12397  -0.76828  0.42644  0.226
H  -0.04133  0.31106  -1.50899  0.206
H  -1.52772  -0.48651  1.10672  0.191
H  -2.25882  -0.11696  -0.53941  0.187

Atomic forces in eV per Å
1.486 -0.282 0.961
0.905 -0.515 -0.682
-0.722 0.260 -1.796
-1.018 -0.001 0.424
-1.200 0.297 -0.025
0.579 -0.334 0.044
-0.054 0.208 1.021
0.062 0.136 -0.043
-0.040 0.231 0.096

Gap between HOMO and LUMO, eV: 10.98
SMILES: C#C[C@H]1CO1
Relative energy (zero: lowest compared OMol25 entry of this formula, charge and spin), kcal/mol: 68.0
E_HOMO, eV: -10.05
Strongest force on any atom, hartree/bohr: 0.0380



no.,calculated total energy (Eh),molecular weight (g mol⁻¹)
1,-229.9447,68.075
2,-229.8194,68.075
3,-229.9196,68.075